No. 1
Molecular formula: C39H33BF7IrN4OS2
Method: DFT, ωB97M-V/def2-TZVPD

The geometry in XYZ format:
```
88
Properties=species:S:1:pos:R:3:lowdin_spin:R:1
Ir 0.038 -0.732 0.102 0.38
S -1.566 -0.565 -1.751 0.11
C -2.959 -0.175 -0.881 0.01
N -3.855 0.669 -1.302 0.00
C -4.956 1.097 -0.430 0.00
C -5.462 -0.087 0.339 0.00
N -4.338 -0.697 1.055 0.00
C -4.525 -1.269 2.421 0.00
C -5.874 -1.004 3.011 0.00
C -6.109 0.185 3.696 0.00
C -7.359 0.441 4.238 0.00
C -8.377 -0.494 4.103 0.00
C -8.146 -1.684 3.429 0.00
C -6.896 -1.939 2.885 0.00
C -3.172 -0.841 0.469 0.00
S -1.934 -1.746 1.172 0.02
C -3.733 1.328 -2.622 0.00
C -4.022 0.381 -3.759 0.00
C -5.290 -0.179 -3.891 0.00
C -5.560 -1.074 -4.913 0.00
C -4.562 -1.411 -5.818 0.00
C -3.304 -0.841 -5.705 0.00
C -3.033 0.051 -4.676 0.00
H -5.746 1.513 -1.050 0.00
H -4.562 1.876 0.227 0.00
H -5.902 -0.841 -0.321 0.00
H -6.215 0.213 1.061 0.00
H -3.731 -0.820 3.023 0.00
H -4.320 -2.340 2.353 0.00
H -5.309 0.909 3.805 0.00
H -7.538 1.364 4.773 0.00
H -9.350 -0.298 4.535 0.00
H -8.937 -2.416 3.334 0.00
H -6.709 -2.872 2.365 0.00
H -2.737 1.766 -2.678 0.00
H -4.457 2.140 -2.604 0.00
H -6.080 0.097 -3.201 0.00
H -6.549 -1.500 -5.014 0.00
H -4.770 -2.110 -6.617 0.00
H -2.529 -1.092 -6.416 0.00
H -2.055 0.506 -4.588 0.00
F -2.766 1.885 1.691 0.00
B -1.670 2.316 0.945 0.00
F -0.804 1.052 0.840 0.00
F -0.909 3.253 1.550 0.00
F -2.043 2.618 -0.348 0.00
F 8.854 2.453 -1.088 0.00
C 7.987 3.102 -0.300 0.01
F 8.525 3.164 0.929 0.00
F 7.890 4.362 -0.753 0.00
C 6.638 2.432 -0.266 0.05
C 6.437 1.207 -0.886 -0.01
C 5.193 0.606 -0.821 0.05
C 4.141 1.233 -0.145 0.02
C 4.357 2.475 0.473 0.05
C 5.602 3.065 0.414 -0.01
C 2.866 0.625 -0.081 0.20
C 1.741 0.131 -0.043 0.06
H 7.247 0.725 -1.414 0.00
H 5.029 -0.353 -1.294 0.00
H 3.542 2.962 0.990 0.00
H 5.770 4.022 0.889 0.00
C 2.053 -3.022 3.888 0.00
C 1.124 -2.006 4.050 0.00
C 0.597 -1.361 2.939 0.01
C 0.986 -1.725 1.650 0.03
C 1.959 -2.707 1.497 0.00
C 2.477 -3.353 2.612 0.00
H 2.459 -3.535 4.749 0.00
H 0.808 -1.704 5.040 0.00
H -0.110 -0.554 3.085 0.00
H 2.374 -2.951 0.530 0.00
H 3.236 -4.114 2.476 0.00
N 2.924 -5.594 -4.192 0.00
C 1.647 -5.461 -3.772 0.00
O 0.732 -6.175 -4.119 0.00
C 1.373 -4.328 -2.813 0.00
C 1.880 -3.049 -2.976 0.00
C 1.505 -2.048 -2.102 0.00
N 0.670 -2.279 -1.077 0.00
C 0.182 -3.521 -0.911 0.00
C 0.498 -4.554 -1.760 0.00
H 3.140 -6.349 -4.822 0.00
H 3.673 -5.043 -3.815 0.00
H 2.541 -2.797 -3.795 0.00
H 1.854 -1.034 -2.219 0.00
H -0.490 -3.654 -0.077 0.00
H 0.055 -5.529 -1.616 0.00
```

Its spin multiplicity is 2. The calculation puts the energy above the lowest of the compared OMol25 structures with the same formula, charge and spin at 0.00 kcal/mol. The expectation value of S² is 0.78. The charge is +1. As for the total energy: -93195.4340 eV. Its HOMO-LUMO gap (alpha / beta) is 6.8234 / 5.6130 eV.

No. 2
Molecular formula: C39H33FN6NaO4SSe
Method: DFT, ωB97M-V/def2-TZVPD

The geometry in XYZ format:
```
86
Properties=species:S:1:pos:R:3:mulliken_charge:R:1
Na -0.984 1.532 0.676 0.61
Se -7.955 -2.768 0.172 0.15
N -6.478 -2.873 1.226 -0.88
C -5.710 -1.889 0.905 0.82
C -4.389 -1.616 1.493 0.41
C -3.769 -2.597 2.259 -0.89
C -2.499 -2.359 2.720 -0.85
C -1.920 -1.080 2.450 -0.27
N -2.473 -0.193 1.680 0.26
C -3.677 -0.451 1.169 -0.38
C -4.240 0.460 0.131 -0.15
N -3.595 1.557 -0.147 0.15
C -4.018 2.423 -1.040 -0.50
C -5.156 2.136 -1.827 -0.85
C -5.862 0.992 -1.561 -0.87
C -5.390 0.149 -0.561 1.01
C -6.219 -1.003 -0.156 0.92
N -7.393 -1.252 -0.620 -0.84
H -4.174 -3.543 2.491 0.50
H -1.902 -3.050 3.322 0.39
H -0.917 -0.864 2.871 0.34
H -3.418 3.328 -1.232 0.44
H -5.421 2.812 -2.609 0.47
H -6.736 0.760 -2.137 0.47
C 6.284 -4.884 -6.225 -1.13
C 5.320 -4.010 -5.445 0.79
O 5.487 -2.841 -5.231 -0.52
S 3.931 -5.005 -4.863 -0.24
C 2.954 -3.853 -3.975 0.37
C 1.684 -3.563 -4.445 -0.53
C 0.825 -2.803 -3.647 -0.61
C 1.172 -2.347 -2.349 0.34
C 2.498 -2.678 -1.930 -0.57
C 3.351 -3.395 -2.743 -0.22
C 0.231 -1.637 -1.487 0.05
C -0.415 -0.941 -0.697 -0.96
H 5.815 -5.286 -7.142 0.30
H 6.553 -5.776 -5.640 0.29
H 7.184 -4.385 -6.553 0.33
H 1.365 -3.946 -5.424 0.38
H -0.174 -2.584 -4.108 0.29
H 2.871 -2.392 -0.975 0.62
H 4.366 -3.656 -2.390 0.35
F -1.973 6.264 5.084 -0.37
C -1.937 5.196 4.169 0.64
C -2.286 5.477 2.868 -0.66
C -2.096 4.501 1.874 -0.25
C -1.583 3.182 2.173 -0.28
C -1.301 3.019 3.536 0.12
C -1.464 3.983 4.565 -0.97
H -2.626 6.528 2.719 0.30
H -2.304 4.724 0.848 0.29
H -0.927 2.012 3.861 0.11
H -1.234 3.757 5.603 0.39
C 0.904 3.026 -2.919 -0.72
C 0.426 1.562 -3.175 -0.17
C -1.033 1.613 -2.637 -0.58
O -0.911 2.420 -1.456 0.10
C 0.234 3.269 -1.562 -0.17
H 0.560 3.623 -3.728 0.32
H 2.007 3.107 -2.822 0.32
H 0.996 0.828 -2.566 -0.16
H 0.475 1.272 -4.244 0.44
H -1.407 0.662 -2.344 0.27
H -1.737 2.075 -3.361 0.25
H 0.922 2.973 -0.766 -0.10
H -0.099 4.298 -1.366 0.30
O 4.726 -1.502 5.585 -0.57
C 3.681 -1.879 4.663 -0.60
N 4.131 -2.137 3.331 -0.09
C 3.837 -1.429 2.168 0.21
O 4.112 -1.905 1.076 -0.65
C 3.163 -0.100 2.257 0.30
C 3.514 0.891 3.169 0.09
C 2.817 2.083 3.120 -1.05
C 1.745 2.181 2.258 -0.35
N 1.401 1.255 1.365 0.28
C 2.130 0.149 1.358 -0.53
H 5.220 -0.708 5.324 0.33
H 2.929 -1.096 4.630 0.44
H 3.194 -2.741 5.087 0.33
H 4.485 -3.081 3.176 0.30
H 4.291 0.744 3.900 0.28
H 3.008 2.800 3.893 0.44
H 1.131 3.086 2.257 0.44
H 1.869 -0.617 0.624 0.19
```

Its spin multiplicity is 1. The calculation puts the energy above the lowest of the compared OMol25 structures with the same formula, charge and spin at 0.43 kcal/mol. The charge is -1. As for the total energy: -141422.8826 eV. Its HOMO-LUMO gap is 5.5712 eV.

No. 3
Molecular formula: C39H33LuN8O3S
Method: DFT, ωB97M-V/def2-TZVPD

The geometry in XYZ format:
```
85
Properties=species:S:1:pos:R:3:mulliken_charge:R:1
Lu 12.175 15.555 10.661 2.07
C 12.385 18.519 8.988 -1.00
O 11.540 17.600 9.645 -0.04
C 10.240 17.893 10.035 0.30
C 9.434 18.892 9.371 -0.84
C 8.143 19.120 9.871 -0.54
C 7.647 18.350 10.921 -0.79
C 8.470 17.514 11.653 -0.64
C 9.838 17.305 11.267 0.73
N 10.668 16.575 12.073 1.03
N 10.437 16.580 13.425 -1.09
C 10.678 15.423 14.110 0.61
C 11.458 14.315 13.551 0.19
O 11.911 14.295 12.333 -0.40
C 11.623 13.175 14.378 -0.80
C 11.124 13.096 15.691 -0.81
C 10.380 14.164 16.314 0.39
C 9.871 14.189 17.638 -0.63
C 9.331 15.326 18.160 -0.50
C 9.295 16.470 17.427 -0.62
C 9.746 16.499 16.103 -0.34
C 10.266 15.402 15.499 0.59
H 12.057 19.546 9.258 0.41
H 12.287 18.415 7.930 0.32
H 13.366 18.363 9.421 0.25
H 9.578 19.133 8.316 0.37
H 7.536 19.905 9.412 0.42
H 6.591 18.448 11.141 0.45
H 8.094 16.921 12.531 0.35
H 12.195 12.312 14.064 0.45
H 11.297 12.178 16.214 0.45
H 9.803 13.239 18.180 0.39
H 8.960 15.369 19.246 0.31
H 8.892 17.390 17.807 0.44
H 9.554 17.451 15.520 0.30
S 19.701 14.034 9.958 0.24
N 18.892 15.394 10.445 -0.67
C 17.630 15.160 10.354 0.33
C 16.518 16.091 10.688 0.18
C 16.789 17.204 11.431 -0.17
C 15.752 17.956 11.960 -1.11
C 14.431 17.487 11.687 0.13
N 14.222 16.438 10.939 -0.30
C 15.236 15.581 10.470 -0.07
C 14.971 14.354 9.916 0.48
N 13.626 14.039 9.747 -0.30
C 13.332 12.815 9.299 0.09
C 14.275 11.832 9.129 -0.97
C 15.657 12.113 9.209 -0.61
C 15.987 13.393 9.604 0.23
C 17.289 13.824 9.897 0.69
N 18.424 13.040 9.749 -0.60
H 17.846 17.439 11.567 0.54
H 15.918 18.764 12.683 0.41
H 13.589 18.018 12.132 0.49
H 12.311 12.596 8.970 0.10
H 13.959 10.830 8.861 0.52
H 16.485 11.368 9.128 0.52
C 9.152 8.965 11.636 -1.17
C 8.027 9.925 11.320 -0.35
N 8.417 11.208 10.805 0.49
C 7.454 12.289 11.046 -0.41
C 7.349 12.563 12.523 -1.49
C 9.151 11.210 9.601 -0.27
O 9.554 10.213 8.959 -0.65
C 9.585 12.504 9.017 0.59
C 9.847 12.560 7.633 -0.39
C 10.186 13.807 7.122 -0.97
C 10.520 14.858 7.943 -0.15
N 10.591 14.685 9.287 0.33
C 10.015 13.579 9.806 -0.93
H 8.936 8.574 12.625 0.40
H 10.155 9.459 11.644 0.25
H 9.184 8.092 10.977 0.28
H 7.347 10.170 12.164 0.33
H 7.363 9.456 10.635 0.40
H 6.478 12.144 10.728 0.36
H 7.774 13.189 10.535 0.31
H 6.955 13.570 12.705 0.37
H 8.329 12.520 13.066 0.36
H 6.746 11.898 13.038 0.57
H 9.734 11.665 6.979 0.54
H 10.260 14.085 6.087 0.47
H 10.740 15.819 7.422 0.24
H 9.777 13.611 10.855 0.58
```

Its spin multiplicity is 1. The calculation puts the energy above the lowest of the compared OMol25 structures with the same formula, charge and spin at 36.98 kcal/mol. The charge is +2. As for the total energy: -103485.7044 eV. Its HOMO-LUMO gap is 5.5898 eV.

No. 4
Molecular formula: C39H34BN15O4S2Ti
Method: DFT, ωB97M-V/def2-TZVPD

The geometry in XYZ format:
```
96
Properties=species:S:1:pos:R:3:lowdin_spin:R:1
Ti -0.240 -0.075 0.166 1.04
C -2.329 -3.360 2.007 0.00
C -2.372 -2.088 1.448 0.01
N -1.307 -1.881 0.668 0.01
N -0.598 -3.030 0.681 0.00
C -1.179 -3.923 1.494 0.01
B 0.469 -3.318 -0.409 0.00
N 1.770 -2.609 -0.035 0.00
C 2.949 -3.097 0.380 0.00
C 3.801 -2.033 0.589 0.00
C 3.042 -0.910 0.274 0.00
N 1.815 -1.269 -0.104 0.00
N -0.057 -2.634 -1.687 0.00
C -0.176 -3.207 -2.895 0.00
C -0.382 -2.216 -3.827 0.00
C -0.372 -1.040 -3.082 0.00
N -0.189 -1.298 -1.787 0.00
N 0.667 -4.782 -0.669 0.00
C -0.282 -5.742 -0.840 0.00
C 0.339 -6.879 -1.286 0.00
C 1.694 -6.519 -1.380 0.00
N 1.873 -5.269 -1.016 0.00
H -3.035 -3.798 2.682 0.00
H -3.160 -1.365 1.558 0.00
H -0.755 -4.894 1.655 0.00
H 3.106 -4.152 0.460 0.00
H 4.818 -2.066 0.918 0.00
H 3.334 0.124 0.301 0.00
H -0.102 -4.266 -3.035 0.00
H -0.518 -2.318 -4.884 0.00
H -0.454 -0.042 -3.462 0.00
H -1.316 -5.542 -0.644 0.00
H -0.104 -7.827 -1.509 0.00
H 2.524 -7.118 -1.698 0.00
O 1.185 1.164 -0.950 0.01
C 1.827 2.389 -1.284 0.00
C 1.029 3.564 -0.775 0.00
C 1.329 4.854 -1.197 0.00
C 0.595 5.905 -0.676 0.00
C -0.420 5.625 0.229 0.00
C -0.657 4.303 0.565 0.00
N 0.054 3.291 0.082 0.01
H 1.582 0.464 -1.486 0.00
H 1.928 2.484 -2.373 0.00
H 2.833 2.423 -0.838 0.00
H 2.115 5.023 -1.916 0.00
H 0.809 6.920 -0.971 0.00
H -1.009 6.417 0.660 0.00
H -1.441 4.029 1.260 0.00
N -3.727 1.786 -1.251 0.07
C -3.760 1.633 -2.635 0.00
C -4.962 1.509 -3.317 0.01
C -4.961 1.346 -4.692 0.00
C -3.764 1.279 -5.387 0.01
C -2.557 1.408 -4.715 0.00
C -2.562 1.606 -3.345 0.01
S -1.102 1.926 -2.384 0.01
N -1.494 1.060 -0.958 0.06
C -2.704 1.308 -0.468 0.15
C -2.872 1.134 0.935 0.12
C -4.048 1.479 1.640 0.04
C -4.056 1.457 3.008 0.06
C -2.898 1.015 3.664 0.08
C -1.817 0.608 2.916 0.03
N -1.746 0.679 1.577 0.14
H -4.629 1.892 -0.811 0.00
H -5.892 1.545 -2.769 0.00
H -5.900 1.268 -5.218 0.00
H -3.771 1.140 -6.456 0.00
H -1.627 1.379 -5.260 0.00
H -4.938 1.774 1.107 0.00
H -4.923 1.770 3.568 0.00
H -2.854 0.982 4.738 0.00
H -0.970 0.198 3.448 0.00
O 1.555 4.832 6.522 0.09
S 1.300 4.182 7.777 0.09
O 2.048 4.625 8.914 0.15
O -0.046 3.700 7.991 0.25
C 1.976 2.427 7.464 0.23
N 2.349 1.706 8.468 0.06
C 2.632 0.432 8.146 0.01
C 2.476 -0.045 6.861 0.00
C 2.028 0.849 5.864 0.02
N 1.805 2.135 6.232 0.09
C 1.725 0.549 4.496 0.02
C 1.572 -0.752 3.972 0.00
C 1.110 -0.922 2.692 0.02
N 0.805 0.100 1.852 0.00
C 1.025 1.353 2.330 0.02
C 1.462 1.612 3.600 0.00
H 2.975 -0.189 8.961 0.00
H 2.702 -1.072 6.624 0.00
H 1.767 -1.623 4.579 0.00
H 0.956 -1.929 2.316 0.00
H 0.792 2.155 1.637 0.00
H 1.594 2.621 3.958 0.00
```

Its spin multiplicity is 4. The calculation puts the energy above the lowest of the compared OMol25 structures with the same formula, charge and spin at 25.10 kcal/mol. The expectation value of S² is 3.77. The charge is +1. As for the total energy: -116994.3155 eV. Its HOMO-LUMO gap (alpha / beta) is 4.4308 / 3.7955 eV.

No. 5
Molecular formula: C39H34N6O4PW
Method: DFT, ωB97M-V/def2-TZVPD

The geometry in XYZ format:
```
85
Properties=species:S:1:pos:R:3:lowdin_spin:R:1
W -0.266 -0.095 -0.119 1.58
O 1.436 3.264 -1.993 0.04
C 0.740 2.348 -1.590 0.02
N 0.680 1.791 -0.364 0.02
C 1.406 2.321 0.731 0.00
C 2.153 3.493 0.771 0.00
C 2.730 3.877 1.979 0.00
C 2.572 3.113 3.126 0.00
C 1.836 1.933 3.085 0.00
C 1.267 1.557 1.883 0.00
N 0.444 0.413 1.697 0.00
C -0.462 0.056 2.693 0.02
O -0.221 -0.355 3.794 0.03
C -1.868 0.413 2.214 0.03
C -2.926 0.602 3.064 0.01
C -4.006 1.358 2.608 0.02
C -3.961 1.895 1.338 0.00
C -2.887 1.587 0.509 0.02
N -1.884 0.829 0.938 0.02
C -0.274 1.725 -2.513 0.01
C -0.413 2.151 -3.813 0.00
C -1.392 1.567 -4.599 0.01
C -2.204 0.592 -4.048 0.00
C -1.990 0.208 -2.740 0.01
N -1.038 0.763 -1.981 0.00
H 2.275 4.090 -0.117 0.00
H 3.311 4.790 2.015 0.00
H 3.029 3.424 4.056 0.00
H 1.711 1.315 3.964 0.00
H -2.856 0.219 4.073 0.00
H -4.847 1.557 3.260 0.00
H -4.746 2.540 0.969 0.00
H -2.828 1.938 -0.512 0.00
H 0.251 2.931 -4.159 0.00
H -1.521 1.872 -5.629 0.00
H -2.987 0.112 -4.617 0.00
H -2.610 -0.546 -2.279 0.00
N 2.792 -0.298 -0.395 0.02
C 3.272 -1.496 -1.093 0.00
C 2.666 -1.571 -2.491 0.00
C 1.176 -1.309 -2.604 0.01
O 0.654 -1.038 -3.659 0.00
O 0.500 -1.432 -1.464 0.04
H 3.029 0.532 -0.934 0.00
H 3.259 -0.161 0.496 0.00
H 3.004 -2.378 -0.507 0.00
H 4.360 -1.507 -1.197 0.00
H 2.833 -2.560 -2.924 0.00
H 3.166 -0.869 -3.162 0.00
N 0.431 -2.228 1.096 0.03
C -0.532 -2.944 1.894 0.00
C -0.208 -3.468 3.136 0.00
C -1.189 -4.092 3.887 0.00
C -2.488 -4.197 3.398 0.00
C -2.803 -3.677 2.153 0.00
C -1.823 -3.042 1.392 0.01
P -2.048 -2.298 -0.240 0.02
C -1.432 -3.591 -1.374 0.00
C -1.683 -3.457 -2.738 0.00
C -1.162 -4.365 -3.645 0.00
C -0.379 -5.422 -3.200 0.00
C -0.132 -5.572 -1.843 0.00
C -0.658 -4.661 -0.934 0.00
C -3.841 -2.348 -0.546 0.00
C -4.613 -1.193 -0.567 0.00
C -5.984 -1.253 -0.787 0.00
C -6.595 -2.480 -0.990 0.00
C -5.834 -3.644 -0.978 0.00
C -4.467 -3.581 -0.763 0.00
H 0.714 -2.746 0.267 0.00
H 1.256 -1.999 1.638 0.00
H 0.799 -3.363 3.522 0.00
H -0.940 -4.493 4.861 0.00
H -3.253 -4.681 3.990 0.00
H -3.816 -3.752 1.780 0.00
H -2.295 -2.642 -3.106 0.00
H -1.364 -4.243 -4.701 0.00
H 0.031 -6.130 -3.908 0.00
H 0.460 -6.404 -1.485 0.00
H -0.481 -4.818 0.125 0.00
H -4.147 -0.232 -0.418 0.00
H -6.568 -0.342 -0.803 0.00
H -7.662 -2.532 -1.165 0.00
H -6.306 -4.603 -1.142 0.00
H -3.884 -4.494 -0.767 0.00
```

Its spin multiplicity is 3. The calculation puts the energy above the lowest of the compared OMol25 structures with the same formula, charge and spin at 45.44 kcal/mol. The expectation value of S² is 2.02. The charge is +1. As for the total energy: -69238.3058 eV. Its HOMO-LUMO gap (alpha / beta) is 6.3819 / 6.6583 eV.